1.
4 unconnected molecules or ions with the total composition C20H39Br6FN3O3. Source: the OMol25 dataset; level of theory: ωB97M-V/def2-TZVPD.

Geometry as XYZ:
```
72
C20H39Br6FN3O3, DFT ωB97M-V/def2-TZVPD
C 5.77102 -2.23727 2.50839
C 5.57182 -0.82060 1.65507
O 6.39930 -0.62148 0.62684
O 4.53155 0.09604 2.14308
C 4.49795 1.36226 1.39636
C 3.85700 1.19729 -0.14022
C 2.62125 2.31366 -0.28648
C 1.41391 1.76806 0.67899
C -0.08499 2.30828 0.29439
C -1.17280 1.07109 0.42797
C -1.70626 0.79807 1.95363
F -2.85150 1.64672 2.37523
N -0.65214 0.90735 3.03311
C -1.17983 0.48245 4.39035
N -0.73588 1.24603 5.47752
N -2.08321 -0.69947 4.66520
C -2.92724 -1.08787 3.47118
C -2.24595 -0.78446 2.01022
C -3.27403 -1.16132 0.78846
C -2.66730 -2.28452 -0.26783
O -3.35202 -3.58179 0.04792
H 5.11304 -3.09570 2.05576
H 6.89295 -2.54715 2.38488
H 5.51154 -2.11286 3.64345
H 5.55028 1.90499 1.31310
H 3.82409 2.10708 2.04193
H 3.36292 0.11295 -0.21307
H 4.69501 1.36038 -0.94086
H 3.05454 3.29910 0.22796
H 2.30583 2.49415 -1.40649
H 1.62403 2.10625 1.80323
H 1.40141 0.59480 0.69059
H -0.12475 2.64032 -0.85129
H -0.40505 3.28063 0.89933
H -0.74700 0.10547 -0.10646
H -2.11672 1.40931 -0.21940
H 0.05909 0.15791 2.78621
H 0.27664 1.21624 5.79969
H -1.36539 1.91293 5.99477
H -2.66080 -0.53085 5.52477
H -3.10559 -2.26467 3.56144
H -3.99960 -0.58824 3.45385
H -1.26498 -1.44006 1.83288
H -4.26336 -1.63220 1.25535
H -3.62969 -0.25038 0.14058
H -1.51929 -2.48353 -0.14311
H -2.95363 -2.05410 -1.40038
H -2.61196 -4.27281 0.11316
Br 0.66817 4.34503 -2.54788
C 1.79815 5.65207 -3.45362
C 3.19522 5.65964 -2.87824
Br 3.24873 6.59414 -1.16722
H 1.29191 6.61781 -3.37940
H 1.81460 5.33497 -4.50128
H 3.87609 6.21699 -3.52827
H 3.60024 4.65817 -2.70812
Br -2.39639 -0.21224 -3.43559
C -3.93384 -1.00765 -4.33512
C -5.05969 -0.01036 -4.47935
Br -6.00255 0.23873 -2.79035
H -4.21172 -1.89799 -3.76546
H -3.56073 -1.31242 -5.31814
H -5.81681 -0.38278 -5.17564
H -4.72515 0.97781 -4.80725
Br -2.57102 -6.89237 -1.92992
C -1.44104 -5.58533 -2.83567
C -0.04397 -5.57776 -2.26029
Br 0.00955 -4.64326 -0.54926
H -1.94728 -4.61959 -2.76145
H -1.42459 -5.90243 -3.88333
H 0.63690 -5.02041 -2.91031
H 0.36105 -6.57923 -2.09016
```

## Properties
- LUMO level: -5.096 eV
- Net charge: +1
- HOMO energy: -11.88 eV
- HOMO-LUMO gap: 6.8 eV

These are the Mulliken partial charges, in e, on atoms 1 to 8: -0.82, 0.59, -0.52, -0.32, -0.42, -0.51, -0.25, -0.29


2.
A molecular structure, C17H37NOsSi4. Source: the OMol25 dataset; level of theory: ωB97M-V/def2-TZVPD.

Geometry as XYZ:
```
60
C17H37NOsSi4, DFT ωB97M-V/def2-TZVPD
C 0.09651 -1.40373 -3.93368
C -1.23044 -1.39667 -3.32646
C -1.12313 -2.16815 -2.10336
C 0.23459 -2.60048 -1.93688
C 1.01194 -2.16900 -3.09824
Os 0.25126 -0.43524 -1.94603
C -1.30645 1.50793 -2.66348
C -0.74580 2.39548 -3.62067
C 0.49206 2.69440 -4.26722
N 2.21543 -0.16610 -1.65212
H -1.96356 -2.42412 -1.48765
H -2.10302 -1.02649 -3.71208
H 0.57158 -3.20576 -1.14041
H 2.03659 -2.25828 -3.20918
H 0.32603 -0.88940 -4.85110
H -2.17821 0.97618 -3.20675
H 1.98406 0.46803 -2.53559
H -1.60554 1.59331 -1.62092
H 0.28241 3.19595 -5.18244
H 1.51723 2.50158 -4.08709
C 3.49545 0.65124 0.53967
Si 1.78995 1.38760 0.97981
C 1.82631 1.75988 2.84665
C 1.54775 2.95839 -0.02458
Si 0.01698 -0.06199 0.45882
Si 0.35090 -1.98358 1.79993
C 0.39198 -1.58997 3.64664
C -1.09015 -3.16534 1.51202
C 2.00334 -2.75580 1.32512
Si -2.06617 0.84821 1.05831
C -2.39319 0.58570 2.89479
C -2.10409 2.70723 0.72781
C -3.36973 -0.05502 0.03967
H 4.27131 1.39298 0.72294
H 3.52668 0.43889 -0.55308
H 3.69350 -0.30254 1.03040
H 2.50416 2.61446 2.98998
H 0.83582 2.03750 3.22961
H 2.20765 0.91509 3.43504
H 1.53207 2.74739 -1.09614
H 0.62369 3.49419 0.22831
H 2.38873 3.64044 0.18147
H -0.49881 -1.05532 3.99768
H 0.43242 -2.56516 4.15597
H 1.28239 -1.01560 3.92970
H -1.09229 -3.58195 0.49978
H -0.98217 -3.99846 2.22313
H -2.06357 -2.68943 1.69487
H 2.15709 -2.79023 0.24109
H 2.84548 -2.21228 1.77393
H 2.01732 -3.78837 1.70950
H -1.60432 1.01076 3.52958
H -3.33446 1.10950 3.12030
H -2.51719 -0.47288 3.15734
H -1.93949 2.99293 -0.31599
H -3.11129 3.04798 1.01483
H -1.37248 3.24403 1.34688
H -3.21943 0.06514 -1.03836
H -3.39587 -1.12836 0.26917
H -4.34978 0.37331 0.29875
```

## Properties
- Energy above the lowest of the compared OMol25 structures with the same formula, charge and spin: 94.4 kcal/mol
- LUMO level (spin up / spin down): 0.262 / -1.776 eV
- Net charge: 0
- HOMO energy (spin up / spin down): -6.76 / -7.76 eV
- HOMO-LUMO gap (spin up / spin down): 7.0 / 6.0 eV
- Spin multiplicity: 5

These are the Mulliken partial charges, in e, on atoms 1 to 8: -0.38, -1.28, -0.23, -0.25, -1.23, 0.92, 0.31, -0.41


3.
A molecular structure, C15H9ClN2O5STa. Source: the OMol25 dataset; level of theory: ωB97M-V/def2-TZVPD.

Geometry as XYZ:
```
34
C15H9ClN2O5STa, DFT ωB97M-V/def2-TZVPD
Ta 0.30911 -0.52304 0.34041
O 4.88733 -4.70252 0.34693
C 3.88518 -3.85799 0.25924
C 3.65224 -3.04177 -0.86957
C 2.55232 -2.21118 -0.84381
N 1.74511 -2.17351 0.20656
C 1.98335 -2.86423 1.31683
C 3.04290 -3.73797 1.38926
C 1.01086 -2.44620 2.42835
O 1.02157 -2.92134 3.52138
O 0.23760 -1.47111 1.99198
C 2.14128 -1.13276 -1.84934
O 2.77630 -0.85743 -2.82050
O 1.06430 -0.51798 -1.40916
H 5.44050 -4.76076 -0.44675
H 4.32433 -3.04099 -1.71520
H 3.26014 -4.29895 2.28485
S -2.08030 -0.23651 0.05764
C -2.17252 -1.06812 -1.39693
N -2.26628 -1.66458 -2.36929
Cl 2.60984 0.10941 1.80175
C 3.17738 1.14986 0.52045
C 4.50433 1.14323 0.14292
C 4.87522 1.91140 -0.95221
C 3.92043 2.63898 -1.64242
C 2.59130 2.61974 -1.25098
C 2.18490 1.87296 -0.14719
C 0.77582 1.76641 0.30374
H 5.22537 0.54849 0.68414
H 5.90508 1.92401 -1.26799
H 4.20953 3.22226 -2.50329
H 1.85567 3.17604 -1.80926
H 0.12385 2.27640 -0.40643
H 0.66007 2.22163 1.29211
```

## Properties
- Energy above the lowest of the compared OMol25 structures with the same formula, charge and spin: 24.5 kcal/mol
- LUMO level: -5.260 eV
- Net charge: +1
- HOMO energy: -12.52 eV
- HOMO-LUMO gap: 7.3 eV

These are the Mulliken partial charges, in e, on atoms 1 to 8: 1.17, -0.48, 0.99, -0.48, 0.20, -0.23, 0.48, -0.76


4.
A single C5H8N2O2S2 molecule. Source: the OMol25 dataset; level of theory: ωB97M-V/def2-TZVPD.

Geometry as XYZ:
```
19
C5H8N2O2S2, DFT ωB97M-V/def2-TZVPD
C 0.27161 1.50512 0.18000
C 1.54493 -1.03830 0.06733
C -0.59035 0.37350 0.03501
C -1.83545 0.42349 1.01971
C -1.21730 0.52419 -1.37783
N 2.19469 0.09470 -0.04270
N 0.17590 -0.90720 0.31845
O 0.56464 2.64678 0.25854
O 2.07624 -2.13186 -0.02189
S 3.79889 0.67980 0.09115
S -0.79973 -2.30851 0.06550
H -1.53829 -0.14140 1.96398
H -2.66261 -0.09970 0.39878
H -2.12342 1.46952 1.11746
H -0.60657 0.89819 -2.18164
H -1.95659 1.44528 -1.31985
H -1.68422 -0.37725 -1.64079
H 4.15365 0.02293 1.19018
H 0.23398 -3.07925 -0.12139
```

## Properties
- Energy above the lowest of the compared OMol25 structures with the same formula, charge and spin: 75.6 kcal/mol
- LUMO level (spin up / spin down): -0.351 / -0.354 eV
- Net charge: 0
- HOMO energy (spin up / spin down): -7.79 / -7.79 eV
- HOMO-LUMO gap (spin up / spin down): 7.4 / 7.4 eV

These are the Mulliken partial charges, in e, on atoms 1 to 8: 0.08, 0.67, 1.07, -1.29, -1.28, -0.43, -0.07, -0.31


5.
A molecular structure, C22H38Br10F9FeO6. Source: the OMol25 dataset; level of theory: ωB97M-V/def2-TZVPD.

Geometry as XYZ:
```
86
C22H38Br10F9FeO6, DFT ωB97M-V/def2-TZVPD
Fe 27.40045 -1.67246 4.16970
C 25.22343 -2.94742 5.00183
O 25.64547 -1.60022 5.28465
O 26.12264 -3.36095 4.10635
C 25.04661 -3.73509 6.29125
F 23.84653 -3.36724 6.83107
F 24.98251 -5.05780 6.14038
F 25.95761 -3.45232 7.22517
C 24.79403 -0.68556 5.99704
C 25.36641 0.71924 5.88278
H 25.58655 1.04982 4.86538
H 24.51414 1.34844 6.17126
H 26.21294 0.93962 6.53241
H 24.83703 -0.95949 7.05432
H 23.77022 -0.67370 5.61860
H 24.23308 -2.85255 4.51842
C 28.22037 0.72282 3.14201
O 27.24884 -0.21229 2.63489
O 28.68724 0.03797 4.18929
C 29.25006 1.08394 2.08286
F 30.34963 1.58730 2.59657
F 29.57982 -0.01200 1.35020
F 28.73533 1.93568 1.16260
C 26.30125 0.15052 1.63020
C 25.40207 -1.05187 1.45062
H 25.95239 -1.96930 1.23095
H 24.83268 -1.25966 2.36087
H 24.64188 -0.88453 0.68574
H 26.74878 0.50859 0.70537
H 25.66385 0.95637 2.01883
H 27.63924 1.58533 3.51379
C 28.93651 2.94558 8.12833
O 28.27055 1.59788 8.26916
O 29.83911 2.89389 7.25602
C 27.78164 3.95205 7.83075
F 28.25133 5.16030 7.47112
F 26.93469 3.58635 6.84256
F 26.98663 4.17890 8.91744
C 27.54222 1.36009 9.44111
C 27.05483 -0.08629 9.38396
H 26.29054 -0.16350 8.60957
H 27.90107 -0.74682 9.19121
H 26.62282 -0.36242 10.35095
H 26.65008 1.99276 9.47707
H 28.17212 1.50919 10.33012
H 29.27527 3.19933 9.17391
Br 21.72276 -1.20993 1.96953
C 20.83047 -0.94732 3.66716
C 20.84810 0.52347 4.09661
Br 22.50593 1.45245 3.70904
H 21.28424 -1.55318 4.44977
H 19.82626 -1.35833 3.58097
H 20.73273 0.54902 5.17767
H 19.98915 1.07829 3.72817
Br 22.61659 -7.54726 8.11957
C 21.88833 -6.02163 7.13565
C 20.40024 -5.93670 7.26830
Br 19.78160 -4.37426 6.25446
H 22.26112 -6.12491 6.12358
H 22.37212 -5.15622 7.57989
H 20.06204 -5.91617 8.29597
H 19.92404 -6.71925 6.68781
Br 25.82717 -5.25696 12.48455
C 25.61232 -5.32319 10.57210
C 24.45881 -4.52025 10.03405
Br 24.84114 -2.61610 10.17588
H 25.58931 -6.35688 10.23258
H 26.50396 -4.89992 10.11029
H 23.47949 -4.74001 10.45700
H 24.30391 -4.72415 8.97429
Br 29.05778 -3.12134 2.65119
C 28.55518 -5.00801 2.73998
C 27.32205 -5.21356 1.91467
Br 26.64276 -7.01867 2.20418
H 28.39606 -5.26791 3.78114
H 29.39795 -5.58269 2.36796
H 27.50094 -5.12995 0.84444
H 26.50309 -4.53416 2.13037
Br 23.60504 1.51464 9.95813
C 22.21735 0.89171 8.72964
C 22.01991 -0.60167 8.84961
Br 20.98169 -1.24654 7.34580
H 22.56313 1.12570 7.72625
H 21.33032 1.45903 8.98347
H 21.51511 -0.83408 9.78659
H 22.94545 -1.16629 8.89305
```

## Properties
- Energy above the lowest of the compared OMol25 structures with the same formula, charge and spin: 10.6 kcal/mol
- LUMO level: 1.468 eV
- Net charge: -1
- HOMO energy: -3.69 eV
- HOMO-LUMO gap: 5.2 eV
- Spin multiplicity: 5

These are the Mulliken partial charges, in e, on atoms 1 to 8: 0.29, 0.59, -0.60, -0.81, 0.62, 0.05, -0.32, -0.22